Record 1
Formula: C30H74N2O14P2S10
Source: the OMol25 dataset
Level of theory: wB97M-V/def2-TZVPD

Cartesian coordinates (Å):
C1 1.59318 -2.53516 -0.90617
C2 2.28606 -1.78735 -2.04390
P1 1.15134 -1.35753 -3.46102
N1 0.83701 0.17229 -3.57719
C3 3.34593 -0.71786 -1.72986
C4 2.92035 0.63174 -1.19962
C5 1.70924 0.83798 -0.59439
C6 1.34432 2.05555 -0.04412
C7 2.27631 3.07815 -0.11657
C8 3.46043 2.77534 -0.77959
N2 3.81235 1.62439 -1.31836
C9 4.07323 -0.69732 -3.09081
O1 4.44729 0.20542 -3.76437
O2 4.21907 -2.01899 -3.43392
C10 3.31158 -2.82958 -2.65109
P2 2.60463 -4.29760 -3.56315
O3 3.21764 -4.16871 -5.09424
O4 3.39552 -5.61192 -3.00084
H1 1.13716 -3.44123 -1.31387
H2 0.79185 -1.97609 -0.42445
H3 2.29853 -2.85401 -0.13616
H4 0.02528 -2.19632 -3.32777
H5 1.87644 -1.78944 -4.59975
H6 -0.16464 0.33465 -3.50376
H7 3.96300 -1.13164 -0.92134
H8 1.01327 0.01259 -0.54575
H9 0.39474 2.19025 0.45210
H10 2.09212 4.04613 0.31787
H11 4.18403 3.57867 -0.87078
H12 3.92348 -3.18318 -1.80674
H13 3.05034 -3.28284 -5.43969
H14 4.31219 -5.40658 -2.72193
C11 -2.59811 1.18413 0.02657
S1 -2.01156 -0.26696 -0.85722
O5 -1.98422 0.10672 -2.29637
C12 -3.47793 -1.24447 -0.54829
H15 -1.84329 1.96312 -0.05942
H16 -3.52831 1.53127 -0.42571
H17 -2.75370 0.93614 1.07679
H18 -4.35481 -0.71454 -0.92302
H19 -3.56469 -1.42372 0.52020
H20 -3.37868 -2.19835 -1.05968
C13 -3.93889 4.05697 -4.91745
S2 -3.51382 3.07005 -3.47514
O6 -3.89393 3.87102 -2.26931
C14 -1.73765 3.17200 -3.63330
H21 -5.02361 4.13166 -4.96811
H22 -3.50491 5.05280 -4.82297
H23 -3.56282 3.56260 -5.81311
H24 -1.42335 4.21450 -3.61525
H25 -1.41440 2.70014 -4.55547
H26 -1.30839 2.63895 -2.78648
C15 2.71316 2.37083 -6.16451
S3 1.47671 3.61583 -6.54998
O7 0.42454 3.49555 -5.50746
C16 0.84463 2.81045 -8.02902
H27 3.20262 2.65706 -5.23590
H28 2.22799 1.40330 -6.03230
H29 3.44777 2.32957 -6.96987
H30 0.49320 1.80921 -7.77801
H31 1.63389 2.76058 -8.77925
H32 0.01715 3.40586 -8.41006
C17 -5.30715 -3.20336 3.53760
S4 -4.28018 -4.27509 2.53794
O8 -4.03369 -3.57835 1.23947
C18 -5.52856 -5.52902 2.22707
H33 -4.71244 -2.33262 3.80840
H34 -6.18081 -2.88871 2.96671
H35 -5.61859 -3.72308 4.43939
H36 -6.38936 -5.07484 1.73614
H37 -5.82534 -5.98297 3.17237
H38 -5.09219 -6.28598 1.57847
C19 6.82332 4.90468 2.22699
S5 5.86143 3.43849 1.82215
O9 4.44824 3.86106 1.66134
C20 6.01397 2.65882 3.43139
H39 6.82278 5.55851 1.35716
H40 6.37062 5.42039 3.07443
H41 7.84626 4.61094 2.46242
H42 5.61041 3.32026 4.19900
H43 7.06311 2.43938 3.62724
H44 5.44857 1.72969 3.40680
C21 -7.32878 -2.07448 8.34447
S6 -7.08303 -3.58147 7.40769
O10 -7.10037 -3.20556 5.96165
C22 -8.68349 -4.31533 7.76721
H45 -6.44880 -1.44751 8.22426
H46 -8.20254 -1.54448 7.96756
H47 -7.45739 -2.31749 9.39921
H48 -9.47605 -3.64648 7.43158
H49 -8.76488 -4.49499 8.83903
H50 -8.75010 -5.26101 7.23308
C23 6.17807 -4.71156 -5.84578
S7 6.58399 -5.56883 -4.32757
O11 6.13669 -4.71116 -3.18306
C24 8.36097 -5.38258 -4.50714
H51 5.09819 -4.68328 -5.93470
H52 6.57348 -3.69563 -5.80945
H53 6.60564 -5.25943 -6.68620
H54 8.61585 -4.32438 -4.56873
H55 8.68284 -5.90539 -5.40673
H56 8.84020 -5.82545 -3.63611
C25 6.90193 -0.14258 -0.93425
S8 6.81302 -1.30616 0.43346
O12 6.69047 -0.50847 1.68408
C26 8.52055 -1.85734 0.32248
H57 5.93935 0.36268 -1.02395
H58 7.68090 0.59378 -0.73489
H59 7.11584 -0.68563 -1.85623
H60 9.18749 -1.00236 0.43462
H61 8.68035 -2.34293 -0.64031
H62 8.69859 -2.57046 1.12488
C27 -3.48615 3.53703 2.46513
S9 -3.92620 4.27284 4.04277
O13 -4.28030 3.15575 4.95962
C28 -5.47183 4.99779 3.47604
H63 -2.55228 2.99375 2.59429
H64 -4.27139 2.84965 2.14935
H65 -3.34954 4.32213 1.72091
H66 -6.12193 4.21580 3.08200
H67 -5.26328 5.73983 2.70564
H68 -5.94841 5.48031 4.32749
C29 -6.16797 1.37723 5.90497
S10 -6.38358 2.15660 7.50733
O14 -6.87835 1.10542 8.43996
C30 -7.80711 3.15405 7.04422
H69 -5.34155 0.67487 5.98193
H70 -7.08163 0.84847 5.62867
H71 -5.92299 2.13737 5.16551
H72 -8.61026 2.50752 6.68952
H73 -7.51514 3.85993 6.26642
H74 -8.13738 3.69938 7.92592

Summary:
- Electronic energy: -190877.7759 eV
- Orbital gap: 8.3 eV
- Highest occupied orbital energy: -7.88 eV
- Multiplicity: 1

Löwdin population analysis, charges in e, atoms 1 to 5: C -0.07; C -0.52; P 0.80; N -0.22; C -0.13



Record 2
Formula: C5H7NOS
Source: the OMol25 dataset
Level of theory: wB97M-V/def2-TZVPD

Cartesian coordinates (Å):
C1 0.15673 -1.08894 -0.61573
C2 0.10051 -0.99141 0.85050
C3 -0.74586 -0.01681 0.03583
C4 -0.46158 1.41033 0.09192
C5 -0.09740 2.57111 0.05076
H1 1.96280 -0.29100 -0.40696
H2 1.22961 -0.07305 -1.84121
H3 -0.30850 -1.86107 -1.16568
H4 -0.48705 -1.53934 1.65863
H5 0.98988 0.23760 1.96374
H6 -2.83650 -0.16925 -1.08477
H7 0.31728 3.60777 0.01011
N1 1.42361 -0.74117 -1.15137
O1 1.26523 -0.55976 1.43160
S1 -2.50877 -0.49501 0.17262

Summary:
- Electronic energy: -19667.7347 eV
- Orbital gap: 9.6 eV
- Highest occupied orbital energy: -8.92 eV
- Multiplicity: 1
- SMILES: C#C[C@]1(S)[C@H](O)[C@@H]1N
- Energy above the lowest of the compared OMol25 structures with the same formula, charge and spin: 89.2 kcal per mole

Löwdin population analysis, charges in e, atoms 1 to 5: C -0.29; C -0.36; C -0.67; C -0.15; C 0.12



Record 3
Formula: C3H3N3
Source: the OMol25 dataset
Level of theory: wB97M-V/def2-TZVPD

Cartesian coordinates (Å):
N1 -0.94790 -0.88727 -0.23879
C1 -0.03682 0.10600 -0.02225
C2 1.37212 -0.21270 0.09024
N2 2.51594 -0.50149 -0.04081
C3 -0.43238 1.48496 -0.04710
N3 -0.80369 2.58096 -0.14910
H1 -1.86934 -0.86084 0.17040
H2 -0.80725 -1.53062 -1.00485
H3 1.00933 -0.17900 1.24226

Summary:
- Electronic energy: -7625.4064 eV
- Orbital gap (spin up / spin down): 7.8 / 7.8 eV
- Highest occupied orbital energy (spin up / spin down): -8.72 / -8.73 eV
- Multiplicity: 1
- Energy above the lowest of the compared OMol25 structures with the same formula, charge and spin: 95.5 kcal per mole

Löwdin population analysis, charges in e, atoms 1 to 5: N 0.11; C -0.33; C -0.36; N 0.15; C -0.17



Record 4
Formula: C41H40AsN8O2PdSb
Source: the OMol25 dataset
Level of theory: wB97M-V/def2-TZVPD

Cartesian coordinates (Å):
Pd1 -0.53834 -2.69176 -0.16823
C1 4.71339 -1.25552 -1.72072
N1 3.54811 -1.77181 -1.00346
C2 2.24565 -1.68685 -1.28938
N2 1.56294 -2.36367 -0.37399
C3 2.51010 -2.78359 0.50319
N3 3.72720 -2.48271 0.10924
C4 5.31554 0.00237 -1.10086
C5 6.39286 0.65574 -1.69796
C6 7.00957 1.73241 -1.10070
C7 6.54188 2.24038 0.11931
C8 5.46299 1.56094 0.70779
C9 4.82994 0.47873 0.05486
C10 5.10362 1.80149 2.07294
N4 5.70904 2.70278 2.95541
N5 5.09485 2.61158 4.10748
C11 4.13933 1.68985 3.99483
O1 4.15700 1.15110 2.73381
C12 3.16624 1.35734 4.96936
C13 3.07048 2.13819 6.17229
C14 1.99099 1.83832 6.99544
C15 1.01015 0.94503 6.64230
C16 1.09182 0.17004 5.50275
C17 -0.07051 -0.80458 5.20035
N6 -0.21876 -1.00556 3.77653
C18 -0.29215 -2.09210 3.01893
N7 -0.55766 -1.71359 1.76446
C19 -0.61660 -0.39784 1.81998
N8 -0.49311 0.06325 3.03448
C20 2.16963 0.44463 4.65370
H1 4.42975 -0.99491 -2.74689
H2 5.45980 -2.06168 -1.76464
H3 1.78301 -1.34391 -2.23182
H4 2.23675 -3.35777 1.33744
H5 6.80565 0.17927 -2.59972
H6 7.87205 2.18325 -1.58552
H7 7.03296 3.06010 0.70263
H8 4.00922 -0.06757 0.56561
H9 3.83182 2.85816 6.49561
H10 1.91136 2.39057 7.94403
H11 0.10224 0.85906 7.23248
H12 -1.00742 -0.35720 5.61227
H13 0.07563 -1.72591 5.70223
H14 -0.06332 -3.08569 3.39294
H15 -0.94307 0.17561 0.94426
H16 2.29281 -0.06000 3.68261
O2 -1.34421 -0.86482 -0.86994
As1 -2.80525 -1.10031 -1.85629
C21 -3.20069 0.49593 -2.82070
C22 -2.68309 0.55755 -4.10798
C23 -2.96435 1.64981 -4.90958
C24 -3.85018 2.62236 -4.43656
C25 -4.43613 2.48974 -3.18904
C26 -4.11696 1.46494 -2.33318
C27 -4.34485 -1.61374 -0.83767
C28 -4.30814 -2.34751 0.37219
C29 -5.43915 -2.74642 1.00391
C30 -6.68643 -2.41394 0.50695
C31 -6.78511 -1.63956 -0.63965
C32 -5.61278 -1.25596 -1.32783
C33 -2.28422 -2.54067 -2.95243
C34 -0.90963 -2.79670 -3.30056
C35 -0.57838 -3.80424 -4.18980
C36 -1.58310 -4.63214 -4.71025
C37 -2.91784 -4.43863 -4.34813
C38 -3.26662 -3.38141 -3.47358
H17 -2.05552 -0.24428 -4.47330
H18 -2.43561 1.69744 -5.84934
H19 -4.10168 3.41694 -5.11137
H20 -5.08147 3.23915 -2.79490
H21 -4.53182 1.44750 -1.28536
H22 -3.38043 -2.56578 0.90363
H23 -5.45073 -3.35738 1.88968
H24 -7.59789 -2.71555 1.02619
H25 -7.77506 -1.41612 -1.07016
H26 -5.80108 -0.77087 -2.27138
H27 -0.12439 -2.09374 -3.00343
H28 0.46155 -3.99222 -4.40941
H29 -1.32523 -5.44622 -5.37475
H30 -3.71495 -5.06941 -4.78617
H31 -4.30189 -3.29398 -3.19917
C39 -2.15255 3.26522 0.42676
Sb1 -0.50511 3.02974 -0.82305
C40 1.13409 3.19097 0.47579
C41 -0.45071 4.20876 -2.57993
H32 -2.47831 4.28252 0.40305
H33 -1.75805 3.03442 1.42083
H34 -2.93612 2.57049 0.17995
H35 1.12018 4.18441 0.89514
H36 2.07084 3.07449 -0.06543
H37 0.97834 2.40113 1.25929
H38 -0.89492 5.20470 -2.36707
H39 -1.00979 3.54554 -3.24387
H40 0.60995 4.28192 -2.88974

Summary:
- Electronic energy: -129994.6945 eV
- Expectation value of S²: 6.0432
- Orbital gap (spin up / spin down): 8.0 / 5.5 eV
- Highest occupied orbital energy (spin up / spin down): -17.93 / -18.19 eV
- Multiplicity: 5
- Charge: +4
- Energy above the lowest of the compared OMol25 structures with the same formula, charge and spin: 0.5 kcal per mole

Löwdin population analysis, charges in e, atoms 1 to 5: Pd 1.08; C -0.03; N -0.12; C -0.09; N -0.03



Which of these has the lowest electronic energy? C30H74N2O14P2S10



Look up the electronic energy of the second one. -19667.7347 eV



Which of these has the lowest electronic energy? C30H74N2O14P2S10



multiplicity of number 4 (C41H40AsN8O2PdSb)? 5